# 1
Density functional theory data (the ωB97M-V functional and the def2-TZVPD basis) for the molecule C18H26N2O4S.

Bonds (Å) are listed after each position.
Cartesian coordinates (Å):
1 C -3.23555 -3.79492 -0.35170  C2 1.505, H26 1.089, H27 1.087, H28 1.087
2 C -2.59672 -2.87314 0.65195  C1 1.505, O3 1.209, C4 1.493
3 O -3.18776 -2.46395 1.62359  C2 1.209
4 C -1.18258 -2.46932 0.39440  C2 1.493, C5 1.394, C25 1.396
5 C -0.58200 -2.56349 -0.85999  C4 1.394, C6 1.384, H29 1.078
6 C 0.71234 -2.10801 -1.04332  C5 1.384, C7 1.382, H30 1.078
7 C 1.40981 -1.57817 0.02567  C6 1.382, S8 1.795, C24 1.384
8 S 3.03196 -0.85683 -0.24132  C7 1.795, O9 1.432, O10 1.431, N11 1.664
9 O 3.60629 -1.46646 -1.40345  S8 1.432
10 O 3.74460 -0.86599 0.99981  S8 1.431
11 N 2.58275 0.70936 -0.57941  S8 1.664, C12 1.441, C13 1.440
12 C 2.32690 1.06990 -1.95062  N11 1.441, H31 1.094, H32 1.093, H33 1.087
13 C 2.87973 1.77165 0.34628  N11 1.440, C14 1.534, H34 1.097, H35 1.092
14 C 1.62904 2.57116 0.73414  C13 1.534, O15 1.211, N16 1.346
15 O 1.63367 3.77674 0.84617  C14 1.211
16 N 0.55406 1.79140 0.95599  C14 1.346, C17 1.443, H36 1.009
17 C -0.76215 2.30821 1.24558  N16 1.443, C18 1.535, H37 1.094, H38 1.092
18 C -1.70644 2.24144 0.03695  C17 1.535, C19 1.530, C23 1.529, H39 1.096
19 C -1.91545 0.79887 -0.42714  C18 1.530, C20 1.526, H40 1.093, H41 1.093
20 C -2.88164 0.73778 -1.60683  C19 1.526, C21 1.525, H42 1.093, H43 1.093
21 C -4.22166 1.36102 -1.23148  C20 1.525, C22 1.525, H44 1.092, H45 1.092
22 C -4.02002 2.80499 -0.78363  C21 1.525, C23 1.526, H46 1.092, H47 1.091
23 C -3.05446 2.86818 0.39619  C18 1.529, C22 1.526, H48 1.091, H49 1.092
24 C 0.84086 -1.50376 1.28527  C7 1.384, C25 1.382, H50 1.079
25 C -0.45668 -1.94465 1.46561  C4 1.396, C24 1.382, H51 1.080
26 H -3.42663 -3.25067 -1.27494  C1 1.089
27 H -4.18322 -4.15360 0.04157  C1 1.087
28 H -2.58298 -4.63588 -0.57167  C1 1.087
29 H -1.12324 -2.96824 -1.70021  C5 1.078
30 H 1.19908 -2.16660 -2.00376  C6 1.078
31 H 1.30675 1.44655 -2.06592  C12 1.094
32 H 3.02669 1.83781 -2.28978  C12 1.093
33 H 2.46306 0.17970 -2.55914  C12 1.087
34 H 3.61803 2.46974 -0.06675  C13 1.097
35 H 3.30399 1.30916 1.24043  C13 1.092
36 H 0.64640 0.79898 0.80218  N16 1.009
37 H -1.18927 1.74107 2.07832  C17 1.094
38 H -0.62857 3.34852 1.55113  C17 1.092
39 H -1.25492 2.81511 -0.77997  C18 1.096
40 H -0.96084 0.35410 -0.72050  C19 1.093
41 H -2.32163 0.21223 0.40056  C19 1.093
42 H -2.45496 1.27882 -2.45489  C20 1.093
43 H -3.02345 -0.30193 -1.91131  C20 1.093
44 H -4.90236 1.32561 -2.08432  C21 1.092
45 H -4.67051 0.78719 -0.41779  C21 1.092
46 H -3.61772 3.38944 -1.61412  C22 1.092
47 H -4.97796 3.24387 -0.49899  C22 1.091
48 H -2.90718 3.90611 0.69995  C23 1.091
49 H -3.48424 2.32763 1.24260  C23 1.092
50 H 1.42900 -1.11646 2.10298  C24 1.079
51 H -0.93435 -1.88893 2.43244  C25 1.080

Summary:
structure (SMILES)	CC(=O)c1ccc(S(=O)(=O)N(C)CC(=O)NCC2CCCCC2)cc1
spin multiplicity	1
largest force on an atom	1.17	eV/A
energy relative to the best compared isomer or geometry (same formula, charge and spin)	1.335	eV
energy	-41094.0997	eV
E_HOMO	-9.49	eV



# 2
Density functional theory data (the ωB97M-V functional and the def2-TZVPD basis) for the molecule C18H26N2O5S.

Bonds (Å) are listed after each position.
Cartesian coordinates (Å):
1 C 4.23240 0.18144 6.40825  C2 1.523, H27 1.087, H28 1.088, H29 1.087
2 C 3.72591 -0.31213 5.05949  C1 1.523, C3 1.529, H30 1.093, H31 1.092
3 C 4.44373 0.39480 3.90954  C2 1.529, N4 1.445, H32 1.095, H33 1.092
4 N 3.98513 -0.07143 2.62099  C3 1.445, C5 1.343, H34 1.009
5 C 4.75210 -0.79793 1.79189  N4 1.343, O6 1.211, C7 1.534
6 O 5.90722 -1.09243 2.00233  C5 1.211
7 C 4.05984 -1.23724 0.49509  C5 1.534, O8 1.421, H35 1.096, H36 1.093
8 O 2.68645 -0.87955 0.43317  C7 1.421, C9 1.345
9 C 2.33978 0.11693 -0.40160  O8 1.345, O10 1.204, C11 1.486
10 O 3.12188 0.71257 -1.09667  C9 1.204
11 C 0.88066 0.39526 -0.35879  C9 1.486, C12 1.394, C26 1.395
12 C -0.00329 -0.41173 0.35562  C11 1.394, C13 1.383, H37 1.079
13 C -1.35471 -0.11623 0.35037  C12 1.383, C14 1.382, H38 1.079
14 C -1.81092 0.97788 -0.36034  C13 1.382, S15 1.798, C25 1.383
15 S -3.57751 1.30532 -0.43510  C14 1.798, O16 1.434, O17 1.433, N18 1.644
16 O -4.19337 0.63498 0.67233  S15 1.434
17 O -3.75532 2.71858 -0.59265  S15 1.433
18 N -4.05719 0.56552 -1.82287  S15 1.644, C19 1.438, C24 1.437
19 C -4.10809 1.28883 -3.06498  N18 1.438, C20 1.531, H39 1.097, H40 1.091
20 C -2.96841 0.95546 -4.03074  C19 1.531, C21 1.529, H41 1.092, H42 1.092
21 C -2.81751 -0.54183 -4.30037  C20 1.529, C22 1.531, H43 1.091, H44 1.092
22 C -2.25800 -1.30107 -3.09424  C21 1.531, C23 1.531, H45 1.092, H46 1.092
23 C -3.31369 -1.81336 -2.11015  C22 1.531, C24 1.539, H47 1.092, H48 1.091
24 C -4.44574 -0.81794 -1.80178  N18 1.437, C23 1.539, H49 1.095, H50 1.092
25 C -0.94260 1.79812 -1.05681  C14 1.383, C26 1.382, H51 1.079
26 C 0.40825 1.50465 -1.05996  C11 1.395, C25 1.382, H52 1.079
27 H 5.29802 -0.00986 6.50612  C1 1.087
28 H 4.06459 1.25114 6.51147  C1 1.088
29 H 3.71524 -0.32722 7.21767  C1 1.087
30 H 2.65074 -0.13057 4.98177  C2 1.093
31 H 3.89379 -1.38733 4.97382  C2 1.092
32 H 4.28440 1.47610 3.97681  C3 1.095
33 H 5.51574 0.19042 3.95086  C3 1.092
34 H 3.01255 0.06638 2.39152  N4 1.009
35 H 4.59932 -0.78856 -0.34683  C7 1.096
36 H 4.12314 -2.32601 0.42188  C7 1.093
37 H 0.37106 -1.26428 0.90034  C12 1.079
38 H -2.06864 -0.70929 0.89982  C13 1.079
39 H -5.06909 1.07696 -3.55010  C19 1.097
40 H -4.08251 2.34792 -2.80376  C19 1.091
41 H -3.16721 1.47622 -4.96976  C20 1.092
42 H -2.02593 1.33536 -3.63153  C20 1.092
43 H -3.77605 -0.96744 -4.60103  C21 1.091
44 H -2.12776 -0.66302 -5.13856  C21 1.092
45 H -1.68868 -2.16524 -3.44416  C22 1.092
46 H -1.55743 -0.64910 -2.56787  C22 1.092
47 H -3.77363 -2.71904 -2.51047  C23 1.092
48 H -2.80442 -2.08669 -1.18448  C23 1.091
49 H -5.25814 -0.94494 -2.52426  C24 1.095
50 H -4.84445 -1.01715 -0.80496  C24 1.092
51 H -1.33841 2.66015 -1.57021  C25 1.079
52 H 1.11679 2.11763 -1.59615  C26 1.079

Summary:
structure (SMILES)	CCCNC(=O)COC(=O)c1ccc(S(=O)(=O)N2CCCCCC2)cc1
spin multiplicity	1
largest force on an atom	1.14	eV/A
energy relative to the best compared isomer or geometry (same formula, charge and spin)	0.422	eV
energy	-43141.6213	eV
E_HOMO	-9.47	eV



# 3
Density functional theory data (the ωB97M-V functional and the def2-TZVPD basis) for the molecule C18H26N4O3S2.

Bonds (Å) are listed after each position.
Cartesian coordinates (Å):
1 C 0.63367 -6.35931 2.73340  C2 1.477, H28 1.089, H29 1.086, H30 1.089
2 C -0.00107 -5.23308 2.01882  C1 1.477, N3 1.275, S27 1.777
3 N -1.14217 -4.73797 2.30094  C2 1.275, C4 1.362
4 C -1.48971 -3.70645 1.48189  N3 1.362, C5 1.394, C26 1.418
5 C -2.67202 -2.97135 1.54991  C4 1.394, C6 1.379, H31 1.078
6 C -2.86859 -1.94421 0.65139  C5 1.379, C7 1.390, H32 1.077
7 C -1.90057 -1.66082 -0.30463  C6 1.390, S8 1.781, C25 1.377
8 S -2.17505 -0.29335 -1.41162  C7 1.781, O9 1.429, O10 1.445, N11 1.674
9 O -3.42578 -0.42733 -2.08891  S8 1.429
10 O -0.99294 -0.11136 -2.22290  S8 1.445
11 N -2.33400 0.95855 -0.31153  S8 1.674, C12 1.453, H33 1.012
12 C -3.01892 2.14910 -0.78418  N11 1.453, C13 1.532, H34 1.093, H35 1.094
13 C -2.06593 3.24256 -1.27820  C12 1.532, O14 1.215, N15 1.344
14 O -2.24437 4.41305 -1.00474  C13 1.215
15 N -1.03260 2.78861 -2.00819  C13 1.344, C16 1.446, H36 1.012
16 C 0.11536 3.62608 -2.27644  N15 1.446, C17 1.536, H37 1.090, H38 1.093
17 C 0.94321 3.80314 -0.99510  C16 1.536, N18 1.453, H39 1.092, H40 1.102
18 N 1.33048 2.51849 -0.43752  C17 1.453, C19 1.455, C24 1.452
19 C 2.48318 1.92413 -1.09690  N18 1.455, C20 1.531, H41 1.093, H42 1.100
20 C 2.25219 0.43696 -1.37756  C19 1.531, C21 1.525, H43 1.091, H44 1.093
21 C 2.37551 -0.43861 -0.13485  C20 1.525, C22 1.527, H45 1.093, H46 1.094
22 C 1.44568 -0.00550 0.99696  C21 1.527, C23 1.530, H47 1.092, H48 1.094
23 C 1.91564 1.28424 1.67200  C22 1.530, C24 1.532, H49 1.092, H50 1.092
24 C 1.41924 2.57385 1.01110  N18 1.452, C23 1.532, H51 1.097, H52 1.106
25 C -0.72710 -2.37340 -0.41270  C7 1.377, C26 1.384, H53 1.077
26 C -0.52171 -3.39937 0.49286  C4 1.418, C25 1.384, S27 1.733
27 S 0.83509 -4.46531 0.65194  C2 1.777, C26 1.733
28 H 1.59461 -6.05217 3.14345  C1 1.089
29 H -0.01748 -6.68869 3.53820  C1 1.086
30 H 0.81219 -7.18667 2.04804  C1 1.089
31 H -3.40331 -3.21827 2.30194  C5 1.078
32 H -3.76456 -1.34604 0.66419  C6 1.077
33 H -1.44506 1.17260 0.12116  N11 1.012
34 H -3.68571 1.83164 -1.58954  C12 1.093
35 H -3.62350 2.56571 0.02751  C12 1.094
36 H -0.91206 1.79474 -2.15853  N15 1.012
37 H 0.69772 3.15786 -3.06952  C16 1.090
38 H -0.23469 4.60765 -2.60608  C16 1.093
39 H 0.30716 4.31848 -0.27224  C17 1.092
40 H 1.81077 4.45106 -1.20250  C17 1.102
41 H 2.63363 2.43043 -2.05357  C19 1.093
42 H 3.40223 2.06167 -0.50885  C19 1.100
43 H 1.25598 0.31998 -1.80723  C20 1.091
44 H 2.98247 0.10135 -2.11759  C20 1.093
45 H 2.15266 -1.47239 -0.40913  C21 1.093
46 H 3.40709 -0.41717 0.22767  C21 1.094
47 H 0.43323 0.12094 0.60886  C22 1.092
48 H 1.41654 -0.80141 1.74637  C22 1.094
49 H 1.56824 1.30290 2.70756  C23 1.092
50 H 3.00694 1.27980 1.70496  C23 1.092
51 H 0.40867 2.79385 1.37554  C24 1.097
52 H 2.07485 3.40045 1.34458  C24 1.106
53 H -0.01533 -2.11964 -1.18050  C25 1.077

Summary:
structure (SMILES)	Cc1nc2ccc(S(=O)(=O)NCC(=O)NCCN3CCCCCC3)cc2s1
spin multiplicity	1
largest force on an atom	1.18	eV/A
energy relative to the best compared isomer or geometry (same formula, charge and spin)	0.589	eV
energy	-52862.1635	eV
E_HOMO	-8.55	eV



- What is the formula in the third record?
  C18H26N4O3S2